Entry 1:
This record from OMol25 describes 7 unconnected molecules or ions with the total composition C26H52O12. The level of theory is wB97M-V/def2-TZVPD.

Each line ends with the Löwdin charge.
Geometry (Å):
C 11.44200 41.23800 43.10500  -0.05
C 11.58400 42.59000 42.52300  -0.20
O 12.62100 42.52500 41.53400  -0.01
C 13.21700 43.61600 41.05600  -0.48
C 14.44600 43.26800 40.16400  0.03
O 12.72900 44.75100 41.12400  0.06
H 12.07600 41.03700 43.80500  0.01
H 11.21800 40.59000 42.39900  0.03
H 10.45400 41.17500 43.66300  0.13
H 10.70000 42.90600 42.05300  0.11
H 11.81800 43.26700 43.48600  0.14
H 14.74700 42.27000 40.18400  0.05
H 15.25000 43.77700 40.60700  0.06
H 14.36700 43.57100 39.12800  0.09
C 14.82200 43.39100 44.62700  -0.07
C 13.92300 42.85300 45.74100  -0.25
O 13.48600 43.69300 46.77400  -0.01
C 13.77700 43.37800 48.02500  -0.51
C 13.12200 44.27400 49.01200  0.03
O 14.69500 42.57000 48.34600  0.05
H 15.69400 43.73600 45.10500  0.03
H 14.43200 44.49900 44.19500  0.14
H 15.06600 42.55800 43.96600  0.09
H 13.06200 42.75400 45.04200  0.08
H 14.17900 41.72700 46.02800  0.18
H 13.75300 44.94700 49.65800  0.08
H 12.74500 43.40900 49.60900  0.11
H 12.32700 45.00200 48.65400  0.09
C 15.47100 46.50600 52.02400  -0.03
C 13.94600 46.84200 52.08300  -0.17
O 13.75000 47.61300 50.83900  -0.09
C 12.51600 47.75000 50.33500  -0.54
C 12.67500 48.55600 48.92800  0.03
O 11.44200 47.45500 50.80600  0.08
H 15.30100 45.67200 51.18900  0.12
H 15.75600 45.97100 52.85400  0.04
H 16.09700 47.28600 51.77300  0.05
H 13.26300 45.97900 51.97200  0.12
H 13.73700 47.71000 52.84100  0.16
H 13.27700 49.33900 49.32200  0.05
H 11.55000 48.86100 48.52600  0.15
H 13.22600 47.84000 48.26900  0.05
C 12.77600 47.95700 44.28200  -0.04
C 12.44000 46.54400 44.76800  -0.17
O 11.46200 46.62400 45.86600  -0.02
C 10.75700 45.51800 46.19400  -0.46
C 9.82400 45.78000 47.43300  0.00
O 10.79400 44.37200 45.67500  0.04
H 13.18100 48.48300 45.05900  0.03
H 11.84900 48.45300 44.07000  0.07
H 13.31100 47.96500 43.34300  0.09
H 11.93000 45.94800 43.95800  0.13
H 13.31300 46.04500 45.11700  0.07
H 10.10900 46.54900 48.24900  0.09
H 9.63600 44.99000 48.07600  0.03
H 8.63400 45.95500 47.23200  0.12
C 6.82100 46.79400 49.76200  -0.01
C 5.84000 45.83900 49.17500  -0.28
O 6.28700 44.55000 49.19800  0.00
C 5.56100 43.54200 48.58200  -0.51
C 6.21900 42.26400 48.50100  0.02
O 4.50300 43.82600 48.09900  0.12
H 7.73200 46.51600 49.42100  0.02
H 7.03900 46.47600 50.76500  0.10
H 6.42400 47.67400 49.40500  0.07
H 5.00000 45.87600 49.73300  0.10
H 5.53300 46.05100 48.26100  0.07
H 7.35800 42.25600 48.28000  0.14
H 5.66400 41.66700 47.81400  0.09
H 6.18700 41.75700 49.41100  0.07
C 15.62700 46.72800 47.30500  0.00
C 17.16900 46.31400 47.32300  -0.40
C 18.07600 47.04500 46.40300  -0.04
O 17.63900 45.43300 48.12000  0.02
H 15.19400 46.68100 48.28000  0.04
H 15.18800 46.15600 46.50600  0.04
H 15.19800 47.68800 46.83300  0.10
H 17.81100 47.99300 45.98300  0.07
H 18.32200 46.25500 45.72900  0.08
H 19.01500 47.30300 46.94900  0.10
C 5.27500 47.88100 45.56900  -0.05
C 6.79800 47.88100 45.59000  -0.50
C 7.46400 47.29000 44.32400  -0.05
O 7.45500 48.49400 46.46300  0.01
H 5.07900 46.72400 45.47800  0.12
H 4.77800 48.46400 44.81800  0.07
H 4.82500 48.20400 46.53800  0.08
H 6.67900 47.36800 43.30200  0.15
H 7.72400 46.20400 44.59200  0.09
H 8.38100 47.93700 44.13800  0.08

Summary:
frontier orbital gap	10.3	eV
SMILES	CCOC(C)=O.CCOC(C)=O.CCOC(C)=O.CCOC(C)=O.CCOC(C)=O.CC(C)=O.CC(C)=O

=====

Entry 2:
This record from OMol25 describes 4 unconnected molecules or ions with the total composition C26H53BN3. The level of theory is wB97M-V/def2-TZVPD.

Each line ends with the Löwdin charge.
Geometry (Å):
B -0.67307 0.97766 -1.48965  -0.48
C -1.62276 -0.30454 -0.98041  -0.27
C -1.99626 -0.18869 0.51238  -0.25
C -1.96861 -1.48511 1.34864  -0.22
C -0.69158 -2.31583 1.16614  -0.21
C 0.53518 -1.53828 1.67935  -0.21
C 1.62645 -1.30194 0.63139  -0.18
C 2.77249 -0.39634 1.12797  -0.20
C 2.57256 1.11251 0.90510  -0.20
C 1.67042 1.87481 1.88088  -0.21
C 2.10415 1.82835 3.36006  -0.21
C 1.37449 0.75823 4.16455  -0.22
C 1.67406 0.73733 5.68084  -0.21
C 1.79021 -0.71269 6.16312  -0.27
C 3.10559 -1.35973 5.72172  -0.11
H 0.27538 0.59478 -2.18599  -0.02
H -0.17977 1.58657 -0.53727  -0.01
H -1.33657 1.77979 -2.16571  -0.03
H -1.12912 -1.24472 -1.21880  0.05
H -2.55184 -0.26595 -1.55753  0.05
H -3.00905 0.21960 0.58257  0.10
H -1.33050 0.52623 0.99879  0.06
H -1.99066 -1.18903 2.40733  0.10
H -2.85665 -2.10704 1.20180  0.10
H -0.55422 -2.63005 0.13496  0.10
H -0.79991 -3.23042 1.75711  0.08
H 1.00662 -2.03007 2.53854  0.09
H 0.20022 -0.56273 2.02799  0.07
H 1.20996 -0.91177 -0.29784  0.10
H 2.07971 -2.27858 0.42157  0.10
H 3.65525 -0.67058 0.53917  0.10
H 3.02695 -0.62858 2.16706  0.08
H 3.55862 1.58613 0.95429  0.10
H 2.17034 1.24110 -0.10066  0.10
H 0.62624 1.57904 1.77322  0.08
H 1.70035 2.92236 1.56662  0.10
H 3.18817 1.71997 3.44744  0.11
H 1.84450 2.79659 3.80432  0.10
H 0.30034 0.85911 4.00620  0.12
H 1.65710 -0.21202 3.76339  0.06
H 0.81400 1.17727 6.18978  0.10
H 2.58312 1.28888 5.92011  0.10
H 0.94967 -1.28391 5.76081  0.11
H 1.72618 -0.78034 7.25310  0.10
H 3.09711 -1.53627 4.64195  0.05
H 3.25547 -2.33458 6.18777  0.06
H 3.95232 -0.70258 5.91881  0.07
C -1.38249 1.06762 -6.67863  -0.12
C -2.84635 1.04367 -6.25850  -0.27
C -3.06753 0.43237 -4.86988  -0.19
C -2.61251 -0.95784 -4.83881  -0.24
N -2.24950 -2.04582 -4.87086  0.14
H -0.98010 0.05719 -6.76680  0.07
H -1.27832 1.55685 -7.64643  0.05
H -0.77530 1.61475 -5.95638  0.08
H -3.42809 0.49131 -7.00122  0.11
H -3.23261 2.06535 -6.24580  0.08
H -4.12452 0.45385 -4.60187  0.11
H -2.51356 0.99256 -4.10975  0.10
C 3.05234 -6.66274 4.76900  -0.11
C 3.89215 -5.69647 3.94178  -0.26
C 3.07438 -4.52789 3.38167  -0.19
C 2.01602 -5.00406 2.48868  -0.24
N 1.23795 -5.39316 1.73977  0.17
H 2.27121 -7.12494 4.16428  0.07
H 3.67324 -7.46207 5.17502  0.07
H 2.57432 -6.14910 5.60551  0.07
H 4.36320 -6.23522 3.11750  0.11
H 4.69578 -5.29051 4.55955  0.10
H 3.71316 -3.84903 2.81553  0.12
H 2.62202 -3.95875 4.19524  0.10
C -5.30982 5.61693 -6.85670  -0.11
C -4.41386 5.65015 -5.62411  -0.26
C -2.96621 6.03411 -5.94879  -0.19
C -2.35700 5.07366 -6.86974  -0.22
N -1.91149 4.29455 -7.58348  0.17
H -4.97132 4.86636 -7.57208  0.07
H -6.33437 5.36932 -6.57894  0.07
H -5.32195 6.58575 -7.36067  0.07
H -4.42504 4.67413 -5.13650  0.11
H -4.80733 6.36988 -4.90428  0.11
H -2.36510 6.05954 -5.03958  0.12
H -2.92404 7.02382 -6.40674  0.12

Summary:
charge	-1
frontier orbital gap	7.2	eV

=====

Entry 3:
This record from OMol25 describes a molecular structure, C26H53N2RuSSbSi5. The level of theory is wB97M-V/def2-TZVPD.

Each line ends with the Löwdin charge.
Geometry (Å):
Ru -1.40655 0.18440 0.46820  1.12
S -1.82093 -1.10115 2.31677  0.66
C -0.20247 -0.56485 2.77880  -0.71
C 0.48116 -0.84361 3.95453  -0.05
C 1.73452 -0.28484 4.11814  -0.03
C 2.27932 0.51407 3.11403  -0.05
C 1.54511 0.72972 1.96883  -0.13
N 0.32717 0.20048 1.80758  -0.12
H 0.02727 -1.46358 4.71430  0.12
H 2.28866 -0.46224 5.03056  0.12
H 3.25052 0.97374 3.23016  0.11
H 1.91715 1.33380 1.15386  0.11
C -5.55957 0.15720 -1.97589  -0.15
Si -4.06404 -0.52679 -1.09574  0.44
C -4.54839 -1.79371 0.18164  -0.18
C -2.88257 -1.32309 -2.31882  -0.17
C -3.12134 0.96345 -0.34108  -0.47
C -2.35313 1.69289 -1.38716  -0.39
C -2.73257 2.61092 -2.35946  0.00
C -1.75673 3.10323 -3.20775  -0.01
C -0.42616 2.70929 -3.06288  -0.04
C -0.11042 1.81957 -2.06094  -0.11
N -1.06053 1.32081 -1.26594  -0.06
Si -3.93680 2.10689 0.95820  0.45
C -4.86923 3.48194 0.10848  -0.16
C -2.49249 2.83425 1.91840  -0.18
C -5.07872 1.16524 2.08548  -0.17
H -6.09752 -0.64505 -2.48584  0.05
H -5.28730 0.89931 -2.72890  0.03
H -6.25319 0.62291 -1.27253  0.04
H -5.21232 -2.51981 -0.29514  0.05
H -5.08455 -1.37106 1.03004  0.02
H -3.68968 -2.34999 0.56168  0.00
H -3.37374 -2.16898 -2.80538  0.05
H -1.98488 -1.72083 -1.83129  0.02
H -2.56380 -0.63057 -3.10115  0.03
H -3.76571 2.91266 -2.45243  0.12
H -2.02633 3.80258 -3.98842  0.13
H 0.34217 3.09512 -3.71671  0.11
H 0.89914 1.47499 -1.86986  0.10
H -4.21090 4.16863 -0.42599  0.03
H -5.39967 4.06754 0.86324  0.05
H -5.61657 3.10150 -0.59115  0.04
H -1.77540 3.33103 1.25771  0.03
H -1.96143 2.08247 2.51323  0.01
H -2.84944 3.58664 2.62595  0.05
H -5.94594 0.76960 1.55377  0.04
H -5.45754 1.85794 2.84156  0.05
H -4.58392 0.34536 2.60735  0.02
C 5.42790 -1.51744 -5.07028  -0.21
Si 3.93863 -1.70585 -3.97534  0.31
C 2.52152 -0.60876 -4.48193  -0.22
C 3.43683 -3.47144 -3.69129  -0.22
Sb 4.68399 -0.79867 -1.65659  1.07
Si 5.20080 -2.45678 0.27779  0.31
C 5.94290 -1.40968 1.62445  -0.22
C 3.55077 -3.17115 0.75526  -0.22
C 6.37909 -3.70625 -0.42619  -0.21
Si 5.86874 1.50975 -1.67541  0.31
C 5.49853 2.30159 -0.03275  -0.22
C 7.67071 1.12403 -1.91580  -0.21
C 5.12033 2.42901 -3.11040  -0.22
H 5.17590 -1.86353 -6.07666  0.05
H 6.27215 -2.11123 -4.71778  0.04
H 5.74560 -0.47670 -5.15069  0.03
H 2.16660 -0.90666 -5.47214  0.05
H 2.82600 0.43780 -4.54097  0.02
H 1.68236 -0.69269 -3.78894  0.02
H 3.10716 -3.90966 -4.63721  0.05
H 2.61094 -3.55206 -2.98297  0.03
H 4.27014 -4.07385 -3.32649  0.03
H 5.24175 -0.64529 1.96443  0.01
H 6.86451 -0.92131 1.30403  0.03
H 6.18701 -2.04351 2.48112  0.05
H 2.86314 -2.39707 1.10156  0.02
H 3.68885 -3.88608 1.57101  0.05
H 3.08728 -3.70492 -0.07593  0.03
H 7.30386 -3.24657 -0.77686  0.04
H 5.93508 -4.26718 -1.24956  0.03
H 6.64222 -4.42263 0.35732  0.05
H 5.86946 1.70078 0.79904  0.02
H 4.42891 2.46964 0.10411  0.02
H 5.99464 3.27471 0.01510  0.05
H 8.07192 0.52330 -1.09817  0.03
H 8.23705 2.05894 -1.94868  0.05
H 7.85029 0.59499 -2.85293  0.04
H 4.04976 2.59274 -2.97641  0.03
H 5.27542 1.90103 -4.05293  0.03
H 5.59688 3.40856 -3.20197  0.05

Summary:
charge	+2
multiplicity	5
frontier orbital gap (spin up / spin down)	8.6 / 6.5	eV
⟨S²⟩	6.02

=====

Q: What is the formula in the second record?
A: C26H53BN3